1.
# CH5CrO2

CH5CrO2 as an isolated structure in a non-equilibrium geometry (the ωB97M-V functional and the def2-TZVPD basis, OMol25).

Computed properties:
HOMO level (spin up / spin down) ... -22.3 / -22.5 eV
Total charge ... +2
Gap between HOMO and LUMO (spin up / spin down) ... 7.9 / 9.8 eV
Energy relative to the best compared isomer or geometry (same formula, charge and spin) ... 0.0 kJ/mol
DFT total energy ... -33611.849 eV
Expectation value of S² ... 3.96
LUMO (spin up / spin down) ... -14.4 / -12.8 eV
Spin multiplicity ... 4

Each line ends with the natural charge from an NBO analysis.
Positions of all 9 atoms, in Å:
O  -0.12782  0.37850  0.26246  -0.80
H  0.24277  1.28744  0.23637  0.58
C  -1.56395  0.38686  0.20746  -0.29
H  -1.87202  -0.43192  -0.45065  0.22
H  -1.97178  0.22986  1.21176  0.25
H  -1.90985  1.34133  -0.20427  0.27
Cr  1.02782  -1.08990  -0.08790  1.90
O  2.68396  -1.25011  -0.74938  -0.68
H  3.49089  -0.85206  -0.42584  0.54



2.
# CH5FOP2

One molecule with the formula CH5FOP2 in a non-equilibrium geometry (the ωB97M-V functional and the def2-TZVPD basis, OMol25).

Computed properties:
HOMO level (spin up / spin down) ... -9.1 / -9.1 eV
Gap between HOMO and LUMO (spin up / spin down) ... 6.1 / 6.1 eV
Energy relative to the best compared isomer or geometry (same formula, charge and spin) ... 331.3 kJ/mol
DFT total energy ... -24457.222 eV
Structure (SMILES) ... CO[P@H](F)=P
LUMO (spin up / spin down) ... -3.0 / -3.0 eV

Each line ends with the natural charge from an NBO analysis.
Positions of all 10 atoms, in Å:
C  0.26708  -0.02202  -1.07816  -0.25
O  -0.69784  0.20983  -0.14187  -0.73
P  -0.90056  -0.96649  1.56378  0.69
F  -1.42006  -1.58153  3.10622  -0.65
P  -0.53879  0.99974  2.39194  0.53
H  0.85200  0.88048  -1.29819  0.17
H  -0.24534  -0.31795  -2.00657  0.19
H  0.93542  -0.84255  -0.78771  0.16
H  -2.23860  -0.67899  1.28855  -0.05
H  0.86823  0.92100  2.21939  -0.06



3.
# CH5INP

CH5INP as an isolated structure in a non-equilibrium geometry (the ωB97M-V functional and the def2-TZVPD basis, OMol25).

Computed properties:
HOMO level ... -9.2 eV
Gap between HOMO and LUMO ... 8.6 eV
Energy relative to the best compared isomer or geometry (same formula, charge and spin) ... 342.2 kJ/mol
DFT total energy ... -19994.881 eV
LUMO ... -0.6 eV

Each line ends with the natural charge from an NBO analysis.
Positions of all 9 atoms, in Å:
C  0.51833  -1.28850  0.09561  -0.43
N  -0.21621  0.17292  0.52950  -0.91
P  0.56187  1.60382  0.08013  0.59
I  -2.20731  -0.05853  -0.19640  0.24
H  -0.08152  -1.87456  -0.70203  0.21
H  1.55265  -0.98662  -0.35004  0.22
H  0.37474  -1.79934  1.08248  0.23
H  -0.14266  1.96600  -1.23511  -0.07
H  -0.35989  2.26480  0.69588  -0.07



4.
# CH5INP

One molecule with the formula CH5INP in a non-equilibrium geometry (the ωB97M-V functional and the def2-TZVPD basis, OMol25).

Computed properties:
HOMO level ... -8.9 eV
Gap between HOMO and LUMO ... 9.5 eV
Energy relative to the best compared isomer or geometry (same formula, charge and spin) ... 73.1 kJ/mol
DFT total energy ... -19997.670 eV
Structure (SMILES) ... CP(N)I
LUMO ... 0.5 eV

Each line ends with the natural charge from an NBO analysis.
Positions of all 9 atoms, in Å:
C  0.27670  -0.12842  -1.23822  -0.81
P  0.85063  0.50889  0.67253  0.78
N  -0.80898  0.69553  1.04171  -1.15
I  1.45268  -1.70067  1.41308  -0.20
H  -0.41954  -0.89928  -1.32987  0.21
H  1.17357  -0.32892  -1.61851  0.20
H  -0.13022  0.73078  -1.72429  0.21
H  -1.29595  -0.13147  0.92125  0.38
H  -1.09889  1.25355  1.86232  0.39



5.
# CH5IOSi

One molecule with the formula CH5IOSi in a non-equilibrium geometry (the ωB97M-V functional and the def2-TZVPD basis, OMol25).

Computed properties:
HOMO level ... -9.1 eV
Gap between HOMO and LUMO ... 9.6 eV
Energy relative to the best compared isomer or geometry (same formula, charge and spin) ... 51.9 kJ/mol
DFT total energy ... -19145.445 eV
Structure (SMILES) ... C[Si@@H](O)I
LUMO ... 0.4 eV

Each line ends with the natural charge from an NBO analysis.
Positions of all 9 atoms, in Å:
C  -0.11417  1.21696  -0.50485  -1.17
Si  0.21593  -0.39109  0.43036  1.57
O  -1.18581  -1.23531  0.51326  -1.15
I  2.22238  -1.86282  -0.87936  -0.41
H  -0.94235  1.66159  0.10402  0.25
H  0.78384  1.96051  -0.34857  0.26
H  -0.35399  1.26013  -1.60201  0.28
H  0.81418  -0.41023  1.86169  -0.17
H  -1.44000  -2.19975  0.42547  0.55



6.
# CH5IOSi

A 2-piece molecular cluster, CH5IOSi overall in a non-equilibrium geometry (the ωB97M-V functional and the def2-TZVPD basis, OMol25).

Computed properties:
HOMO level (spin up / spin down) ... -6.7 / -9.5 eV
Gap between HOMO and LUMO (spin up / spin down) ... 6.9 / 5.4 eV
Energy relative to the best compared isomer or geometry (same formula, charge and spin) ... 211.3 kJ/mol
DFT total energy ... -19138.917 eV
Expectation value of S² ... 2.01
LUMO (spin up / spin down) ... 0.2 / -4.0 eV
Spin multiplicity ... 3

Each line ends with the natural charge from an NBO analysis.
Positions of all 9 atoms, in Å:
C  -3.09272  -0.80634  0.11918  -0.68
O  -0.55714  1.54941  1.00459  -0.60
Si  0.91262  1.09677  1.14691  0.84
I  -2.56904  -1.98149  -1.72096  0.02
H  -2.22402  -0.17871  0.37055  0.22
H  -3.31487  -1.55748  0.92230  0.23
H  -3.94112  -0.16458  -0.06473  0.22
H  2.20165  1.62151  1.62183  -0.11
H  1.25160  -0.01873  0.30967  -0.12



7.
# CH5IP2

One molecule with the formula CH5IP2 in a non-equilibrium geometry (the ωB97M-V functional and the def2-TZVPD basis, OMol25).

Computed properties:
HOMO level ... -9.0 eV
Gap between HOMO and LUMO ... 8.8 eV
Energy relative to the best compared isomer or geometry (same formula, charge and spin) ... 27.6 kJ/mol
DFT total energy ... -27794.402 eV
Structure (SMILES) ... PC(P)I
LUMO ... -0.1 eV

Each line ends with the natural charge from an NBO analysis.
Positions of all 9 atoms, in Å:
P  -0.77687  -1.21462  0.79626  0.37
C  -0.30321  0.45116  0.46356  -0.88
P  -0.49508  0.66298  -1.52610  0.28
I  1.73028  1.06135  1.20947  0.03
H  0.19361  -1.69326  -0.02194  -0.04
H  -0.16684  -1.59094  1.97101  -0.01
H  -0.89779  1.14341  1.03619  0.23
H  0.37906  1.67613  -1.96997  0.00
H  0.33683  -0.49621  -1.95848  0.00



8.
# CH5IP2

A 2-piece molecular cluster, CH5IP2 overall in a non-equilibrium geometry (the ωB97M-V functional and the def2-TZVPD basis, OMol25).

Computed properties:
HOMO level (spin up / spin down) ... -8.7 / -8.7 eV
Gap between HOMO and LUMO (spin up / spin down) ... 7.4 / 7.6 eV
Energy relative to the best compared isomer or geometry (same formula, charge and spin) ... 310.9 kJ/mol
DFT total energy ... -27791.466 eV
LUMO (spin up / spin down) ... -1.3 / -1.1 eV

Each line ends with the natural charge from an NBO analysis.
Positions of all 9 atoms, in Å:
C  2.42899  1.15488  -0.26825  -0.51
P  0.88092  0.24173  -0.41387  0.32
P  -1.90112  -1.50198  0.01501  0.11
I  4.14203  -0.29774  0.04227  0.04
H  2.51077  1.85589  0.49370  0.16
H  0.25022  1.27737  -1.17031  0.00
H  1.23675  -0.11895  -1.71047  0.00
H  -1.92156  -0.89368  -1.32147  -0.05
H  -0.74339  -2.14021  -0.18683  -0.07



9.
# CH5IP2

CH5IP2 as an isolated structure in a non-equilibrium geometry (the ωB97M-V functional and the def2-TZVPD basis, OMol25).

Computed properties:
HOMO level (spin up / spin down) ... -8.7 / -8.8 eV
Gap between HOMO and LUMO (spin up / spin down) ... 7.7 / 7.6 eV
Energy relative to the best compared isomer or geometry (same formula, charge and spin) ... 374.4 kJ/mol
DFT total energy ... -27790.808 eV
LUMO (spin up / spin down) ... -0.9 / -1.2 eV

Each line ends with the natural charge from an NBO analysis.
Positions of all 9 atoms, in Å:
C  0.53407  -0.14735  0.21678  -0.94
P  -0.16846  -1.79445  -0.04521  0.41
P  -0.02357  1.56932  0.03865  0.29
I  2.63685  -0.23724  -0.04880  0.22
H  0.01260  0.10299  2.15849  0.12
H  -1.40157  -1.29707  -0.21938  -0.04
H  0.06857  -1.85425  -1.32034  -0.05
H  -0.26892  2.08673  -1.31234  -0.01
H  -1.38957  1.57130  0.53215  0.00



10.
# CH5ISi

CH5ISi as an isolated structure in a non-equilibrium geometry (the ωB97M-V functional and the def2-TZVPD basis, OMol25).

Computed properties:
HOMO level ... -9.4 eV
Gap between HOMO and LUMO ... 9.7 eV
Energy relative to the best compared isomer or geometry (same formula, charge and spin) ... 171.6 kJ/mol
DFT total energy ... -17094.744 eV
LUMO ... 0.3 eV

Each line ends with the natural charge from an NBO analysis.
Positions of all 8 atoms, in Å:
C  0.61537  0.04984  0.63374  -1.02
Si  -0.85292  -0.02779  -0.57060  0.90
I  2.51549  0.21191  -0.34896  0.11
H  0.55761  0.87096  1.33667  0.23
H  0.74447  -1.05328  1.50345  0.25
H  -1.94394  -0.76251  0.06778  -0.16
H  -1.19474  1.37489  -0.80442  -0.16
H  -0.44134  -0.66403  -1.81765  -0.15



Question: energy relative to the best compared isomer or geometry (same formula, charge and spin) of number 7 (CH5IP2)?
Answer: 27.6 kJ/mol